Below is a structure of composition C29H45ClF9OPTm in a non-equilibrium geometry, with properties calculated with ωB97M-V with the def2-TZVPD basis set.

The geometry in ORCA input format:
```
! RIJCOSX wB97M-V def2-TZVPD def2/J DEFGRID3
* xyz -1 3
Tm 0.000 0.000 0.000
P 0.097 0.568 -2.284
Cl 0.836 2.207 0.316
C -1.699 0.658 0.126
H -2.628 0.079 0.101
H -1.824 1.729 0.329
C 1.921 0.814 -2.542
C -0.740 2.210 -2.551
C 2.466 0.903 -3.976
H 2.074 1.780 -2.037
C 3.961 1.256 -3.954
H 2.338 -0.064 -4.480
H 1.914 1.646 -4.559
C 4.762 0.232 -3.141
H 4.342 1.312 -4.981
H 4.086 2.253 -3.510
C 4.207 0.103 -1.717
H 4.709 -0.746 -3.642
H 5.821 0.515 -3.110
C 2.711 -0.234 -1.732
H 4.754 -0.665 -1.158
H 4.344 1.050 -1.180
H 2.557 -1.233 -2.162
H 2.352 -0.266 -0.690
C -0.586 -0.549 -3.620
C -2.260 2.063 -2.742
H -0.577 2.666 -1.565
C -2.939 3.435 -2.635
H -2.491 1.626 -3.722
H -2.667 1.381 -1.985
C -2.342 4.422 -3.647
H -4.019 3.330 -2.793
H -2.797 3.826 -1.618
C -0.825 4.547 -3.466
H -2.559 4.069 -4.666
H -2.818 5.404 -3.544
C -0.127 3.181 -3.574
H -0.406 5.235 -4.210
H -0.611 4.973 -2.477
H -0.228 2.801 -4.598
H 0.943 3.304 -3.375
C 0.105 -1.923 -3.698
H -1.623 -0.713 -3.286
C -0.643 -2.865 -4.652
H 1.134 -1.787 -4.055
H 0.166 -2.384 -2.713
C -0.774 -2.260 -6.054
H -0.125 -3.830 -4.697
H -1.645 -3.060 -4.243
C -1.424 -0.873 -5.987
H 0.225 -2.168 -6.502
H -1.355 -2.924 -6.704
C -0.656 0.060 -5.038
H -1.469 -0.422 -6.986
H -2.460 -0.971 -5.634
H 0.358 0.208 -5.422
H -1.138 1.038 -5.021
C 0.098 -2.436 -0.214
C -1.214 -2.070 -0.435
H 0.816 -2.354 -1.026
C -2.301 -2.449 0.538
H -1.532 -1.790 -1.435
C -1.743 -2.803 1.918
H -3.052 -1.654 0.614
H -2.837 -3.316 0.116
C -0.634 -3.850 1.774
H -1.334 -1.901 2.387
H -2.548 -3.180 2.559
C 0.536 -3.316 0.931
H -0.264 -4.158 2.758
H -1.055 -4.746 1.296
H 1.242 -2.771 1.564
H 1.093 -4.154 0.487
F -0.732 2.490 2.454
C -0.958 1.499 3.373
F -1.059 2.122 4.605
F -2.178 0.912 3.085
C 0.173 0.421 3.393
O 0.194 -0.405 2.222
C 1.589 1.033 3.656
F 1.625 1.709 4.864
F 2.545 0.033 3.689
F 1.970 1.931 2.694
C -0.132 -0.553 4.590
F -0.039 0.087 5.815
F -1.406 -1.083 4.512
F 0.765 -1.609 4.592
*
```

Summary:
<S²>: 2.01
HOMO-LUMO gap (spin up / spin down), eV: 5.1 / 5.2
F_max, eV/Å: 8.640
DFT total energy, Eh: -3992.764325
E_HOMO (spin up / spin down), eV: -2.7 / -2.8

Here are the Mulliken charges for atoms 1 to 5, given in e: Tm -0.97; P 0.35; Cl -0.39; C -0.21; H -0.29